Entry from the Open Molecules 2025 dataset: C4H4N2O2 in the gas phase at a distorted geometry (the ωB97M-V functional and the def2-TZVPD basis).

## Properties
SMILES   O=CC1(O)C=NN=C1
Relative energy (zero: lowest compared OMol25 entry of this formula, charge and spin)   504.8 kJ/mol
Total charge   0

```
12
Properties=species:S:1:pos:R:3:lowdin_charge:R:1
O 0.19271 2.14107 -0.33112 0.04
O -1.66800 -0.70755 0.22892 -0.06
N 1.87317 0.15625 0.78644 0.08
N 1.96574 -0.48045 -0.56958 0.07
C 0.60257 0.15216 1.07260 -0.15
C -0.58045 1.13007 -0.44971 -0.12
C 0.70008 -0.84988 -0.93256 -0.04
C -0.30966 -0.28801 0.03636 -0.49
H 0.31833 0.58276 2.00025 0.13
H -1.69632 1.16269 -0.85425 0.18
H -1.89734 -1.57216 0.90144 0.23
H 0.49919 -1.42695 -1.88880 0.14
```


Entry from the Open Molecules 2025 dataset: C6H7N in the gas phase at a distorted geometry (the ωB97M-V functional and the def2-TZVPD basis).

## Properties
SMILES   N#CC1CC=CC1
Relative energy (zero: lowest compared OMol25 entry of this formula, charge and spin)   106.1 kJ/mol
Total charge   0

```
14
Properties=species:S:1:pos:R:3:lowdin_charge:R:1
N 0.06147 -0.42399 -2.90336 0.15
C 1.07724 0.09066 1.07343 -0.09
C 0.48810 1.21883 0.68762 -0.09
C -0.24558 -0.66904 -1.81285 -0.20
C -0.71220 0.97593 -0.18667 -0.15
C -0.69994 -0.57262 -0.40653 -0.26
C 0.31324 -1.13430 0.62739 -0.15
H -0.53358 1.40599 -1.16798 0.10
H -1.65901 1.39274 0.17536 0.12
H -1.68625 -1.03881 -0.31475 0.14
H 0.84549 2.22252 0.89965 0.11
H 0.94531 -1.90358 0.18014 0.11
H 1.99159 0.03337 1.65762 0.10
H -0.18588 -1.59770 1.49093 0.12
```


Entry from the Open Molecules 2025 dataset: 6 unconnected molecules or ions with the total composition C5H21NO5 at a distorted geometry (the ωB97M-V functional and the def2-TZVPD basis).

## Properties
SMILES   C/C=C/CNC.O.O.O.O.O
Relative energy (zero: lowest compared OMol25 entry of this formula, charge and spin)   237.2 kJ/mol
Total charge   0

```
32
Properties=species:S:1:pos:R:3:lowdin_charge:R:1
O -0.60828 -3.05101 1.16414 -0.10
O -2.43718 -2.09030 0.59159 -0.10
O 0.82160 0.38409 2.25332 -0.07
O -1.70516 -0.13569 3.15109 -0.08
O -2.26157 -2.15423 -2.49986 -0.04
N 0.64476 2.57786 0.33796 -0.15
C 2.11412 1.05587 -0.85256 -0.12
C 1.80412 2.49659 -0.54529 -0.24
C -0.62435 2.19318 -0.30625 -0.11
C 1.59931 -1.25577 -1.66733 -0.08
C 1.31718 0.20873 -1.47754 -0.17
H -1.38824 -2.54885 -2.52190 0.03
H -1.42952 2.58571 0.30691 0.08
H 2.65536 2.95122 -0.03084 0.11
H -2.33445 -1.50374 1.36558 0.06
H -1.21360 -0.45967 3.91938 0.05
H 0.48985 3.52078 0.67175 0.11
H 2.57114 -1.53873 -2.08467 0.08
H 0.93034 1.25561 1.80900 0.03
H -0.76248 1.11372 -0.28852 0.06
H 1.72777 3.19972 -1.39191 0.12
H -2.72776 -1.42523 -0.04758 0.06
H -1.50794 -3.40808 1.15503 0.03
H -0.79292 -2.10639 1.11642 -0.01
H 3.03854 0.73723 -0.37990 0.11
H 0.90989 -1.70873 -2.37909 0.06
H -2.65197 -2.24801 -1.62686 0.00
H 1.57336 -1.75336 -0.69611 0.07
H 1.43370 -0.12790 1.72262 0.04
H -0.95603 0.11717 2.58514 -0.02
H 0.44369 0.53310 -2.02860 0.10
H -0.67329 2.58512 -1.32512 0.09
```


Entry from the Open Molecules 2025 dataset: 4 unconnected molecules or ions with the total composition CH8O5 (the ωB97M-V functional and the def2-TZVPD basis).

## Properties
SMILES   O=CO.O.O.O
Relative energy (zero: lowest compared OMol25 entry of this formula, charge and spin)   36.1 kJ/mol
Total charge   0

```
14
Properties=species:S:1:pos:R:3:lowdin_charge:R:1
O -2.18107 1.64307 1.01652 0.07
O -2.01127 0.05957 -0.56346 0.05
O 0.49900 -0.99096 -1.61503 -0.05
O 0.55477 0.59007 1.25141 -0.07
O 2.68294 -0.72593 0.40415 -0.05
C -2.56816 0.53686 0.38387 -0.40
H -3.42078 0.07585 0.89128 0.14
H 0.10793 -0.17326 -1.94078 0.04
H 0.64210 -1.52739 -2.40142 0.05
H 1.39159 0.35419 0.81992 -0.01
H 0.03465 -0.22418 1.26395 0.04
H 2.14367 -1.19642 -0.24684 0.03
H 3.36760 -0.25963 -0.08160 0.06
H -1.24296 1.83814 0.81803 0.10
```


Entry from the Open Molecules 2025 dataset: a molecular structure, C33H46BN11O2S3Tl (the ωB97M-V functional and the def2-TZVPD basis).

## Properties
Relative energy (zero: lowest compared OMol25 entry of this formula, charge and spin)   16.5 kJ/mol
Total charge   +1

```
97
Properties=species:S:1:pos:R:3:lowdin_charge:R:1
Tl -0.75273 0.48875 0.50103 0.51
S -0.37459 -2.21883 0.66442 0.70
S -1.10343 0.28413 -2.08049 0.74
S 1.90335 0.87445 0.23242 0.75
O -1.27226 4.82826 1.19381 0.11
O 0.77440 3.75811 2.67637 0.13
N 1.51824 -0.23880 -2.61252 0.03
N 0.96407 1.81290 -3.10938 0.02
N -2.80392 -0.23220 1.64325 -0.12
N -0.14537 0.38653 2.92927 0.03
N -0.77012 2.57697 1.39862 0.03
N -1.46674 -3.58623 -1.47934 0.02
N 3.45267 -1.22080 1.19856 0.02
N -3.22744 0.71448 2.62147 0.00
N 0.33516 -2.45941 -1.97102 0.03
N 2.43000 -1.64919 -0.68135 0.03
N -2.87832 2.04050 -0.22891 0.01
C -1.19293 3.09206 -3.51642 -0.06
C 3.76705 -2.51648 0.83067 -0.04
C 2.60734 -0.70393 0.26502 -0.61
C 0.21906 1.58526 3.37982 -0.22
C -1.88325 -5.23758 0.29908 -0.03
C 0.70682 0.70339 5.53514 -0.03
C 3.72779 0.78036 2.73294 -0.07
C -0.07448 -0.66248 3.74671 -0.14
C -4.70490 2.68963 -1.61889 -0.04
C 0.65950 1.78823 4.67771 0.02
C 2.64940 0.40171 -3.05481 -0.04
C 5.66513 -0.59687 2.01921 -0.02
C 4.17935 -0.62565 2.37741 -0.53
C -0.50816 -2.76567 -0.97158 -0.64
C -1.22247 -3.75714 -2.82993 -0.02
C -3.33789 -5.17742 -1.71279 -0.05
C 0.33905 -0.54787 5.06219 -0.04
C -2.60837 3.32312 -0.00978 -0.21
C 3.92423 -1.53875 3.57639 -0.02
C 0.61181 3.96246 -2.01897 0.00
C -2.53767 -4.32251 -0.73152 -0.54
C -3.35413 4.35470 -0.56561 0.02
C 0.12939 2.76951 2.43449 -0.46
C -4.42237 4.02925 -1.37942 -0.03
C -1.45030 3.66386 0.91280 -0.46
C -3.48850 -3.32220 -0.08376 -0.04
C 0.49854 0.63579 -2.62437 -0.65
C 3.13779 -2.77482 -0.32530 -0.04
C 2.31639 1.67161 -3.34607 -0.03
C 0.93684 3.82198 -4.51721 -0.03
C -0.11105 -3.06221 -3.12474 -0.04
C -3.90169 1.73343 -1.02789 -0.16
C 0.31175 3.16340 -3.28520 -0.52
B 1.66802 -1.66576 -2.03161 -0.58
H 1.98105 4.09217 -4.37210 0.08
H -2.95952 1.63614 2.29177 0.05
H 0.95125 2.78425 4.97836 0.13
H -4.23538 0.69029 2.73848 0.09
H 6.06044 -1.59135 1.81457 0.08
H 0.40882 -2.94651 -4.05778 0.13
H 2.92340 2.47341 -3.71627 0.12
H 0.16139 3.48754 -1.14556 0.07
H -1.44816 2.44872 -4.35933 0.10
H 0.36567 -1.42154 5.69795 0.11
H 2.66914 0.81742 2.96466 0.05
H -1.51928 4.10671 -3.74772 0.10
H 3.93515 1.50348 1.94872 0.07
H 0.39606 4.74294 -4.72813 0.09
H -1.29896 -4.67473 1.02394 0.04
H -3.07661 5.37373 -0.33867 0.13
H -3.86367 -2.61652 -0.82855 0.10
H 5.83433 0.03077 1.14359 0.10
H -1.73556 2.75047 -2.64460 0.02
H 4.42623 -1.11895 4.44753 0.10
H -5.02864 4.80553 -1.82674 0.12
H -5.52650 2.39085 -2.25427 0.11
H 6.22596 -0.17783 2.85414 0.10
H -4.11764 -5.68619 -1.14838 0.10
H 1.02858 0.82889 6.56040 0.12
H 3.14251 -3.65622 -0.93965 0.13
H 4.30725 -2.54814 3.43175 0.08
H 2.37061 -2.27485 -2.79919 0.13
H 0.20087 4.96804 -2.11126 0.11
H -4.33758 -3.86257 0.33436 0.10
H -3.49353 -0.39915 0.91312 0.07
H -3.82461 -4.57621 -2.48142 0.09
H -2.99492 -2.77933 0.71530 0.02
H -1.23241 -5.95882 -0.19614 0.10
H 4.28665 1.07055 3.62386 0.10
H -2.59739 -1.11488 2.09881 0.05
H -2.72466 -5.94351 -2.18653 0.09
H -2.65902 -5.78709 0.83285 0.10
H -1.83908 -4.36026 -3.46450 0.12
H 0.85892 3.17111 -5.38858 0.10
H 2.85621 -1.59861 3.78872 0.08
H 3.59721 -0.10134 -3.11400 0.14
H 4.43512 -3.13121 1.40176 0.12
H -4.07297 0.67786 -1.21720 0.10
H 1.68463 4.04547 -1.84200 0.10
H -0.36139 -1.62261 3.33404 0.08
```


Entry from the Open Molecules 2025 dataset: C3H8NO2 in the gas phase at a distorted geometry (the ωB97M-V functional and the def2-TZVPD basis).

## Properties
2S+1   2
<S²>   0.751
Relative energy (zero: lowest compared OMol25 entry of this formula, charge and spin)   115.6 kJ/mol
Total charge   0

```
14
Properties=species:S:1:pos:R:3:lowdin_charge:R:1
O 0.76848 0.53713 1.26576 0.01
O 1.61713 -1.48191 0.67520 0.08
N -1.31427 1.47153 -0.51778 0.05
C -0.38826 -0.81685 -0.40231 -0.13
C -0.90825 0.29974 -1.34824 -0.25
C 0.81509 -0.58485 0.45745 -0.52
H -0.98070 1.49808 0.46094 0.08
H -1.10877 2.37885 -0.96146 0.06
H 1.26657 0.23614 2.05451 0.13
H 0.01044 0.59185 -1.87349 0.11
H -1.60198 -0.10551 -2.07641 0.10
H -1.22097 -0.93685 0.34382 0.12
H -0.25554 -1.82282 -0.79924 0.13
H -2.34164 1.38005 -0.42005 0.04
```


Entry from the Open Molecules 2025 dataset: C17H24O7 in the gas phase (the ωB97M-V functional and the def2-TZVPD basis).

## Properties
SMILES   COC(=O)CCCCC(=O)[C@H]1C(=O)CC(C)(C)[C@H](C(=O)OC)C1=O
Relative energy (zero: lowest compared OMol25 entry of this formula, charge and spin)   22.0 kJ/mol
Total charge   0

```
48
Properties=species:S:1:pos:R:3:lowdin_charge:R:1
O -3.63156 0.32449 -1.72756 -0.04
O 0.32166 0.53468 -1.97100 0.11
O 2.07658 -1.95797 -1.59977 -0.04
O 3.84573 -0.61093 -1.82097 0.14
O 1.26325 -2.30735 1.45796 0.15
O -0.55991 0.68852 1.89228 0.12
O -2.21322 1.54352 -0.48640 0.12
C 2.53818 0.92396 2.16250 -0.02
C -4.26097 0.72091 0.49901 -0.08
C -0.78719 -0.23927 1.16669 -0.34
C -3.02889 -0.63705 2.27859 -0.18
C -3.23762 0.92213 -0.59842 -0.51
C 2.95927 -1.06235 -1.15203 -0.45
C 2.15278 -2.29746 -2.98058 -0.01
C 2.70989 -0.75277 0.32605 -0.08
C 1.53383 1.44374 -0.11220 -0.02
C 0.64517 0.46337 -0.81017 -0.35
C -1.98011 -1.14749 1.29196 -0.10
C 1.38529 -1.36425 0.72492 -0.32
C -2.81602 0.50019 -2.88472 -0.03
C 4.02581 1.41898 0.24487 -0.04
C -3.62519 0.71646 1.88911 -0.19
C 2.70277 0.76660 0.64724 -0.46
C 0.18634 -0.68492 0.06335 -0.07
H 4.20683 1.33037 -0.82123 0.08
H -1.58695 -2.11345 1.62864 0.14
H 4.85426 0.94969 0.77065 0.09
H -2.42152 -1.30591 0.30636 0.12
H -4.82468 -0.19194 0.30286 0.13
H 3.51520 -1.23581 0.89095 0.18
H -0.31212 -1.43587 -0.55734 0.17
H -1.76038 0.54372 -2.61082 0.06
H 1.90618 2.15935 -0.84610 0.14
H -4.95351 1.56305 0.41957 0.13
H 4.00419 2.47336 0.51032 0.09
H -2.56775 -0.53792 3.26260 0.12
H -4.37945 0.98366 2.63074 0.11
H -3.09230 1.42777 -3.38862 0.10
H 0.89529 1.97606 0.59872 0.14
H -3.01438 -0.35003 -3.53306 0.09
H 1.58884 0.52565 2.50748 0.07
H -3.82631 -1.38038 2.35124 0.12
H -2.84360 1.47648 1.91168 0.11
H 3.33871 0.40852 2.68901 0.09
H 1.69637 -1.50094 -3.57168 0.10
H 2.57820 1.97740 2.42893 0.10
H 3.19342 -2.42306 -3.28301 0.10
H 1.59960 -3.22552 -3.09860 0.10
```